Molecular formula: C18H24CrN10O2S2
Method: DFT, ωB97M-V with the def2-TZVPD basis set

Expectation value of S² ... 3.78
ΔE to the lowest compared entry with this formula, charge and spin ... 71.4 kJ/mol

The geometry in ORCA input format:
```
! RIJCOSX wB97M-V def2-TZVPD def2/J DEFGRID3
* xyz 1 4
Cr 0.390 -0.686 0.608
N -0.017 -1.852 2.415
N -0.691 -3.086 2.238
C -1.563 -3.201 1.222
N -2.393 -4.254 1.248
S -1.611 -2.111 -0.057
H 0.758 -1.965 3.061
H -0.682 -1.166 2.827
H -0.899 -3.596 3.085
H -2.544 -4.786 2.089
H -3.096 -4.306 0.531
S 1.289 0.493 3.569
C 2.361 0.814 2.288
C 3.516 1.602 2.522
C 4.441 1.791 1.535
C 4.242 1.170 0.292
C 3.110 0.432 0.107
N 2.154 0.265 1.053
H 3.643 2.024 3.507
H 5.326 2.388 1.710
H 4.959 1.275 -0.509
H 2.937 -0.058 -0.840
C -0.231 1.231 -3.579
N 0.391 -0.090 -3.552
C 0.887 -0.583 -4.829
C 0.654 -0.642 -2.352
N 0.568 -0.009 -1.232
N 1.033 -1.981 -2.374
C 1.512 -2.724 -1.319
N 2.004 -3.931 -1.680
N 1.481 -2.301 -0.102
H -0.619 1.407 -4.580
H 0.480 2.024 -3.338
H -1.063 1.275 -2.879
H 0.061 -0.892 -5.471
H 1.571 -1.418 -4.701
H 1.436 0.214 -5.332
H 0.428 1.006 -1.289
H 0.849 -2.479 -3.227
H 2.112 -4.201 -2.640
H 2.361 -4.559 -0.983
H 1.918 -2.945 0.545
O -0.177 2.504 -0.394
C -1.003 2.066 0.396
N -0.932 0.844 1.039
C -2.016 0.729 1.887
O -2.241 -0.219 2.628
C -2.856 1.952 1.772
C -4.038 2.315 2.377
C -4.582 3.549 2.027
C -3.955 4.377 1.105
C -2.756 4.002 0.501
C -2.227 2.780 0.853
H -4.519 1.667 3.098
H -5.509 3.871 2.483
H -4.397 5.332 0.852
H -2.257 4.642 -0.215
*
```